# 1
Formula: C32H41N2
Source: the OMol25 dataset
Level of theory: ωB97M-V with the def2-TZVPD basis set

* molecular weight: 453.69 g mol⁻¹
* LUMO level: -5.15 eV
* highest occupied orbital energy: -9.129 eV
* total charge: +1

Each line ends with the Löwdin charge.
Atoms and positions in Å:
1 C 2.126 -2.543 -3.431  -0.0171
2 N 2.610 -1.194 -3.335  -0.0495
3 C 1.799 -0.096 -3.114  -0.2826
4 C 0.538 -0.104 -2.547  0.0170
5 N 2.610 1.002 -3.362  -0.0437
6 C 2.140 2.354 -3.498  -0.0171
7 C 3.914 0.597 -3.624  -0.1556
8 C 3.912 -0.799 -3.614  -0.1558
9 C 5.094 -1.540 -3.672  -0.0102
10 C 6.293 -0.812 -3.713  -0.0867
11 C 6.296 0.600 -3.719  -0.0866
12 C 5.100 1.333 -3.689  -0.0104
13 H 2.985 -3.222 -3.456  0.0850
14 H 1.493 -2.770 -2.568  0.0817
15 H 1.532 -2.703 -4.347  0.1070
16 H -0.012 0.828 -2.607  0.0275
17 H 0.103 -1.069 -2.313  0.0321
18 H 3.007 3.020 -3.566  0.0872
19 H 1.530 2.487 -4.408  0.1061
20 H 1.527 2.634 -2.633  0.0724
21 H 5.044 -2.630 -3.670  0.1040
22 H 7.247 -1.343 -3.736  0.1042
23 H 7.252 1.127 -3.745  0.1044
24 H 5.056 2.424 -3.698  0.1040
25 C 0.270 0.407 6.788  -0.0495
26 C 0.301 0.470 5.291  -0.2632
27 C -0.407 1.464 4.624  -0.0135
28 C -0.347 1.613 3.242  -0.2013
29 C -1.102 2.797 2.697  -0.0506
30 C 0.402 0.694 2.480  -0.1165
31 C 0.524 0.841 0.966  -0.2976
32 C 1.352 2.079 0.582  -0.0220
33 C -0.837 0.819 0.228  -0.1488
34 C -1.494 -0.481 0.153  0.1345
35 C -2.873 -0.715 -0.005  -0.0899
36 C -3.426 -1.939 0.522  -0.1682
37 C -2.597 -2.843 1.384  -0.0261
38 C -4.752 -2.265 0.299  0.0170
39 C -5.606 -1.421 -0.418  -0.2050
40 C -7.016 -1.832 -0.690  -0.0185
41 C -5.108 -0.186 -0.844  0.0173
42 C -3.789 0.197 -0.656  -0.1423
43 C -3.406 1.564 -1.129  -0.0186
44 C 1.108 -0.331 3.143  -0.2111
45 C 1.976 -1.315 2.399  -0.0443
46 C 1.032 -0.441 4.529  -0.0045
47 H 0.877 -0.427 7.153  0.0774
48 H 0.666 1.333 7.227  0.0894
49 H -0.753 0.284 7.170  0.0870
50 H -1.003 2.171 5.205  0.1284
51 H -0.847 3.071 1.673  0.0483
52 H -2.189 2.626 2.752  0.0949
53 H -0.900 3.684 3.319  0.0983
54 H 1.077 -0.022 0.579  0.1109
55 H 2.312 2.058 1.120  0.1012
56 H 1.557 2.083 -0.498  0.0610
57 H 0.846 3.017 0.844  0.0756
58 H -1.515 1.563 0.663  0.1001
59 H -0.640 1.115 -0.807  0.0963
60 H -0.829 -1.339 0.253  0.1321
61 H -3.203 -3.697 1.712  0.0915
62 H -1.720 -3.234 0.852  0.0947
63 H -2.245 -2.326 2.289  0.1047
64 H -5.153 -3.197 0.705  0.1356
65 H -7.543 -1.055 -1.249  0.0867
66 H -7.057 -2.755 -1.282  0.1042
67 H -7.564 -2.022 0.242  0.1033
68 H -5.787 0.503 -1.349  0.1297
69 H -4.185 1.931 -1.810  0.0945
70 H -3.353 2.286 -0.299  0.1071
71 H -2.457 1.577 -1.676  0.0837
72 H 2.460 -1.987 3.121  0.0823
73 H 1.392 -1.943 1.710  0.0755
74 H 2.772 -0.817 1.827  0.0924
75 H 1.578 -1.240 5.033  0.1182

# 2
Formula: C17H13F4O7S
Source: the OMol25 dataset
Level of theory: ωB97M-V with the def2-TZVPD basis set

* molecular weight: 437.34 g mol⁻¹
* LUMO level: -0.28 eV
* highest occupied orbital energy: -2.762 eV
* total charge: -1

Each line ends with the natural charge from an NBO analysis.
Atoms and positions in Å:
1 F -0.283 2.441 3.193  -0.2862
2 C 0.849 1.689 3.186  0.2535
3 C 0.797 0.343 3.077  0.3384
4 F -0.381 -0.308 2.916  -0.2830
5 C 1.974 -0.507 3.230  0.3714
6 O 1.903 -1.744 3.238  -0.4501
7 C 3.228 0.230 3.406  0.2836
8 F 4.345 -0.515 3.526  -0.2828
9 C 3.284 1.580 3.462  0.2740
10 F 4.458 2.222 3.623  -0.2852
11 C 2.096 2.426 3.368  0.3800
12 O 2.138 3.661 3.451  -0.4716
13 C 2.048 1.312 -5.011  -0.6214
14 C 0.912 1.798 -4.169  -0.0689
15 O 0.625 0.743 -3.214  -0.5247
16 C -0.318 1.184 -2.357  0.6700
17 C -0.750 0.193 -1.359  -0.2911
18 O -1.567 0.541 -0.393  -0.5521
19 C -1.433 1.845 0.324  -0.2473
20 S -0.043 -1.491 -1.334  2.1307
21 C -1.353 -2.252 -0.353  -0.3098
22 C -1.074 -2.825 0.889  -0.1947
23 C -2.129 -3.335 1.652  -0.2240
24 C -3.445 -3.265 1.193  -0.2178
25 C -3.703 -2.670 -0.045  -0.2448
26 C -2.663 -2.150 -0.816  -0.1170
27 O -0.043 -2.079 -2.653  -0.9398
28 O 1.134 -1.484 -0.491  -0.9721
29 O -0.768 2.332 -2.411  -0.7387
30 H 2.159 1.993 -5.855  0.1930
31 H 2.977 1.316 -4.434  0.2028
32 H 1.877 0.301 -5.386  0.2150
33 H 1.192 2.709 -3.630  0.1871
34 H 0.011 1.994 -4.763  0.1763
35 H -2.434 2.038 0.704  0.1784
36 H -0.724 1.689 1.135  0.1528
37 H -1.093 2.615 -0.370  0.2253
38 H -0.049 -2.842 1.264  0.2481
39 H -1.903 -3.790 2.615  0.2058
40 H -4.264 -3.668 1.792  0.2032
41 H -4.721 -2.602 -0.422  0.2034
42 H -2.865 -1.670 -1.776  0.2300

# 3
Formula: C36H56N4O2SSe2V
Source: the OMol25 dataset
Level of theory: ωB97M-V with the def2-TZVPD basis set

* spin multiplicity: 2
* molecular weight: 817.80 g mol⁻¹
* LUMO level (alpha / beta): -6.42 / -5.98 eV
* highest occupied orbital energy (alpha / beta): -12.591 / -12.601 eV
* total charge: +2

Each line ends with the Mulliken spin population.
Atoms and positions in Å:
1 V 0.719 -1.167 -0.933  1.0582
2 C -1.042 5.876 0.276  -0.0002
3 C -1.998 5.011 -0.560  0.0006
4 C -2.332 5.736 -1.873  -0.0007
5 C -3.296 4.823 0.228  -0.0002
6 C -1.310 3.692 -0.862  -0.0034
7 C -1.704 2.488 -0.280  0.0023
8 C -1.038 1.333 -0.626  0.0168
9 Se -1.387 -0.395 0.189  -0.0609
10 C -0.281 -0.199 1.790  0.0170
11 C -0.686 0.475 2.923  0.0071
12 C 0.176 0.528 4.019  -0.0044
13 C 1.436 -0.053 3.893  0.0024
14 C 1.878 -0.739 2.770  0.0028
15 C 0.961 -0.864 1.714  -0.0309
16 O 1.171 -1.486 0.579  -0.0381
17 C 3.313 -1.253 2.711  0.0004
18 C 3.692 -1.879 1.361  -0.0054
19 C 4.257 -0.067 2.967  -0.0004
20 C 3.525 -2.310 3.804  -0.0004
21 C -0.195 1.189 5.336  0.0005
22 C -0.062 0.141 6.451  -0.0007
23 C -1.627 1.729 5.336  -0.0004
24 C 0.759 2.362 5.601  -0.0005
25 C -0.012 1.303 -1.591  -0.0096
26 O 0.422 0.093 -1.883  -0.0099
27 C 0.500 2.521 -2.060  -0.0057
28 C -0.193 3.670 -1.692  0.0016
29 C 1.817 2.667 -2.813  0.0041
30 C 2.516 1.327 -3.071  -0.0076
31 C 1.579 3.354 -4.164  -0.0004
32 C 2.746 3.523 -1.934  -0.0006
33 H -1.545 6.798 0.549  0.0000
34 H -0.141 6.128 -0.278  0.0001
35 H -0.750 5.357 1.187  0.0000
36 H -2.892 6.640 -1.653  0.0000
37 H -2.939 5.103 -2.516  0.0001
38 H -1.439 6.025 -2.420  0.0000
39 H -3.765 5.793 0.369  0.0000
40 H -3.110 4.405 1.214  0.0000
41 H -3.993 4.187 -0.313  0.0001
42 H -2.505 2.444 0.442  0.0001
43 H -1.657 0.943 2.945  0.0005
44 H 2.117 0.035 4.721  -0.0001
45 H 3.528 -1.177 0.533  0.0105
46 H 3.132 -2.801 1.185  -0.0001
47 H 4.752 -2.127 1.376  -0.0006
48 H 4.081 0.733 2.250  0.0001
49 H 5.289 -0.391 2.870  0.0000
50 H 4.134 0.338 3.966  -0.0001
51 H 2.841 -3.146 3.679  0.0000
52 H 3.380 -1.896 4.797  0.0001
53 H 4.542 -2.689 3.746  -0.0001
54 H -0.720 -0.704 6.259  0.0001
55 H -0.336 0.580 7.406  0.0000
56 H 0.955 -0.232 6.534  0.0000
57 H -2.347 0.935 5.152  0.0000
58 H -1.752 2.515 4.594  0.0000
59 H -1.849 2.160 6.310  0.0000
60 H 1.793 2.035 5.669  0.0001
61 H 0.494 2.842 6.540  0.0000
62 H 0.685 3.102 4.806  0.0000
63 H 0.176 4.611 -2.060  -0.0001
64 H 1.887 0.666 -3.672  -0.0021
65 H 2.788 0.840 -2.125  0.0185
66 H 3.435 1.504 -3.627  -0.0010
67 H 0.954 2.735 -4.804  0.0000
68 H 2.528 3.521 -4.668  0.0000
69 H 1.092 4.317 -4.043  0.0001
70 H 2.849 3.086 -0.942  0.0002
71 H 2.369 4.535 -1.820  0.0000
72 H 3.733 3.584 -2.385  0.0000
73 C 3.514 -2.723 -3.274  0.0043
74 N 2.397 -3.310 -3.962  0.0006
75 C 2.373 -3.704 -5.267  -0.0015
76 C 1.137 -4.212 -5.518  -0.0007
77 N 0.417 -4.122 -4.366  -0.0004
78 C -0.938 -4.554 -4.175  0.0023
79 C 1.190 -3.566 -3.415  0.0077
80 Se 0.726 -3.430 -1.590  0.0284
81 H 4.341 -2.603 -3.971  0.0000
82 H 3.830 -3.369 -2.451  -0.0008
83 H 3.239 -1.741 -2.871  -0.0034
84 H 3.220 -3.614 -5.916  0.0001
85 H 0.739 -4.632 -6.420  -0.0002
86 H -1.424 -4.666 -5.141  0.0005
87 H -1.476 -3.819 -3.569  -0.0022
88 H -0.956 -5.509 -3.647  0.0009
89 C -6.046 -4.869 -2.272  0.0000
90 N -4.870 -4.037 -2.109  0.0001
91 C -3.932 -4.019 -1.164  0.0000
92 S -2.622 -2.947 -1.416  0.0045
93 N -3.890 -4.763 -0.063  -0.0002
94 C -4.868 -5.668 0.510  -0.0001
95 H -6.612 -4.485 -3.117  0.0000
96 H -6.688 -4.834 -1.394  0.0000
97 H -5.779 -5.906 -2.489  0.0000
98 H -4.692 -3.383 -2.857  0.0001
99 H -3.100 -4.553 0.530  0.0001
100 H -5.280 -6.340 -0.239  0.0000
101 H -5.681 -5.117 0.989  0.0000
102 H -4.370 -6.266 1.270  0.0000

# 4
Formula: C5H9NO2
Source: the OMol25 dataset
Level of theory: ωB97M-V with the def2-TZVPD basis set

* molecular weight: 115.13 g mol⁻¹
* LUMO level: 0.75 eV
* highest occupied orbital energy: -9.091 eV
* structure (SMILES): CNC(C)=O.C=C=O
* total charge: 0

Each line ends with the natural charge from an NBO analysis.
Atoms and positions in Å:
1 C 1.545 2.036 0.152  -0.4249
2 C 0.807 -1.647 0.563  -0.7134
3 N 1.349 0.694 0.644  -0.6121
4 C 0.935 -0.316 -0.150  0.6805
5 O 0.653 -0.162 -1.321  -0.6407
6 H 1.624 0.504 1.593  0.3911
7 H 2.602 2.228 -0.083  0.1943
8 H 0.930 2.141 -0.769  0.2387
9 H 1.201 2.759 0.912  0.2006
10 H 0.857 -2.451 -0.161  0.2387
11 H 1.583 -1.780 1.310  0.2144
12 H -0.165 -1.690 1.050  0.2399
13 C -2.509 -0.911 -0.775  -0.8155
14 C -3.197 0.174 -0.676  0.7264
15 O -3.798 1.160 -0.579  -0.4639
16 H -1.501 -0.875 -1.147  0.2895
17 H -2.915 -1.863 -0.564  0.2562